This record from OMol25 describes an isolated molecule of C3H8N2O. The level of theory is ωB97M-V with the def2-TZVPD basis set.

The geometry in XYZ format:
```
14
Properties=species:S:1:pos:R:3
C 1.720 0.244 -1.441
N 0.482 0.012 -0.724
C 0.390 0.428 0.584
O 1.246 1.121 1.118
N -0.730 0.037 1.283
C -1.942 -0.550 0.754
H 1.525 0.524 -2.481
H 2.390 -0.626 -1.423
H 2.224 1.068 -0.938
H -0.127 -0.720 -1.053
H -0.745 0.485 2.186
H -2.703 -0.561 1.540
H -2.345 0.018 -0.097
H -1.789 -1.593 0.442
```

Summary:
ΔE to the lowest compared entry with this formula, charge and spin: 7.44 kcal per mole
electronic energy: -8269.0035 eV
structure (SMILES): CNC(=O)NC
gap between HOMO and LUMO: 0.3786 hartree
net charge: 0
highest occupied orbital energy: -9.48 eV


This record from OMol25 describes a cluster of 7 separate species, C13H38ClO12S6 in total. The level of theory is ωB97M-V with the def2-TZVPD basis set.

The geometry in XYZ format:
```
70
Properties=species:S:1:pos:R:3
Cl -0.323 -0.728 0.449
O 0.790 -1.373 1.072
O -0.593 0.467 1.146
O 0.035 -0.342 -0.893
O -1.522 -1.472 0.581
O 5.751 0.376 0.060
S 4.292 0.131 -0.063
O 3.611 0.588 -1.229
O 4.047 -1.514 0.089
C 4.746 -2.229 1.112
C 4.157 -3.627 1.123
C 3.510 0.818 1.468
H 4.539 -1.879 2.123
H 5.820 -2.171 0.933
H 3.072 -3.525 1.103
H 4.522 -4.036 2.065
H 4.407 -4.335 0.333
H 3.939 0.286 2.317
H 2.424 0.741 1.412
H 3.766 1.875 1.545
C -0.927 3.311 -1.070
S -0.739 4.527 -2.426
O -1.774 4.102 -3.441
C -1.548 5.957 -1.510
H -1.973 3.256 -0.769
H -0.378 3.563 -0.162
H -0.575 2.344 -1.430
H -2.581 5.817 -1.191
H -1.521 6.920 -2.020
H -1.143 6.013 -0.500
C -0.783 -3.605 -2.675
S 0.922 -4.378 -2.913
O 1.614 -3.764 -4.144
C 1.626 -3.510 -1.498
H -1.552 -4.082 -3.283
H -0.647 -2.558 -2.945
H -1.178 -3.760 -1.671
H 2.704 -3.348 -1.467
H 1.111 -3.913 -0.626
H 1.323 -2.465 -1.557
C 1.895 -0.340 -4.160
S 0.581 -0.367 -5.409
O 0.434 -1.849 -5.769
C -0.788 0.149 -4.289
H 2.860 -0.623 -4.580
H 1.809 -0.952 -3.263
H 2.028 0.599 -3.622
H -1.720 -0.024 -4.828
H -0.784 1.210 -4.041
H -0.761 -0.444 -3.375
C -1.642 4.144 2.606
S -3.444 3.986 2.154
O -3.640 4.572 0.746
C -3.472 2.146 1.856
H -1.594 3.861 3.657
H -1.416 5.184 2.370
H -0.903 3.532 2.090
H -4.513 1.893 1.653
H -3.275 1.734 2.845
H -2.784 1.814 1.078
C -2.192 -1.007 4.352
S -2.591 -2.812 4.463
O -2.591 -3.181 5.983
C -4.348 -2.536 3.928
H -2.926 -0.340 4.806
H -2.013 -0.804 3.296
H -1.178 -0.808 4.699
H -4.850 -3.451 3.614
H -4.334 -1.902 3.042
H -4.816 -1.865 4.648
```

Summary:
ΔE to the lowest compared entry with this formula, charge and spin: 18.33 kcal per mole
electronic energy: -116189.9590 eV
gap between HOMO and LUMO: 0.2865 hartree
net charge: -1
highest occupied orbital energy: -5.81 eV


This record from OMol25 describes an isolated molecule of C6H7NO2. The level of theory is ωB97M-V with the def2-TZVPD basis set.

The geometry in XYZ format:
```
16
Properties=species:S:1:pos:R:3
C 0.274 -0.565 -2.245
C 1.038 0.030 -0.998
N 0.122 0.135 0.181
C 0.645 0.851 1.312
O 1.730 1.443 1.257
C -0.379 0.759 2.339
C -1.384 0.032 1.895
C -1.112 -0.400 0.473
O -1.857 -1.150 -0.253
H -0.026 -1.573 -2.211
H 0.798 -0.455 -3.113
H -0.659 -0.272 -2.297
H 1.309 1.004 -1.376
H 1.900 -0.486 -0.679
H -0.155 0.965 3.287
H -2.245 -0.318 2.428
```

Summary:
ΔE to the lowest compared entry with this formula, charge and spin: 26.10 kcal per mole
electronic energy: -11919.2997 eV
structure (SMILES): CCN1C(=O)C=CC1=O
gap between HOMO and LUMO: 0.3421 hartree
net charge: 0
highest occupied orbital energy: -10.31 eV